9
Properties=species:S:1:pos:R:3:forces:R:3:lowdin_charge:R:1 method="wB97M-V/def2-TZVPD" mol_weight_g_mol=72.1 total_charge=0 smiles="C=CC(=O)O"
C 0.971 0.414 -0.029 -0.11 2.31 0.28 -0.544
C -0.308 -0.332 -0.079 -0.97 0.81 0.32 -0.086
C -1.503 0.297 0.085 1.34 -1.07 -0.63 0.070
H 1.900 -1.277 -0.020 -0.05 0.36 0.13 0.110
H -0.194 -1.423 -0.204 -0.58 0.63 -0.05 0.106
H -2.347 -0.368 -0.063 -0.35 0.39 0.35 0.058
H -1.657 1.383 0.264 0.43 -1.01 -0.22 0.093
O 2.078 -0.330 0.095 0.47 -0.50 -0.21 0.107
O 1.060 1.635 -0.048 -0.18 -1.93 0.02 0.087

---

9
Properties=species:S:1:pos:R:3:forces:R:3:lowdin_charge:R:1 method="wB97M-V/def2-TZVPD" mol_weight_g_mol=72.1 total_charge=0 smiles="O=CCC=O"
C -1.356 0.370 -0.211 -0.84 -0.71 0.49 -0.227
C 0.050 0.816 0.240 -1.38 1.04 -0.30 -0.141
C 0.994 -0.323 0.263 2.62 -0.54 -0.37 -0.249
H -2.104 1.167 -0.633 1.25 -1.14 0.53 0.144
H 0.426 1.679 -0.350 -0.13 -0.70 0.26 0.129
H -0.066 1.168 1.282 -0.09 -0.03 -0.23 0.133
H 0.670 -1.230 0.945 0.85 1.33 -1.44 0.160
O -1.705 -0.789 -0.037 0.22 1.82 -0.56 0.024
O 2.074 -0.207 -0.337 -2.50 -1.07 1.62 0.028

---

no.,DFT total energy (eV),highest occupied orbital energy (eV)
1,-7270.119,-10.5
2,-7269.463,-10.0